(1)
Molecular formula: Ag2O32Pb5S8
Method: DFT, ωB97M-V/def2-TZVPD

```
! wB97M-V def2-TZVPD RIJCOSX def2/J DEFGRID3
* xyz -2 3
Ag 2.263 -3.071 2.089
Ag -3.031 3.301 -0.331
Pb -0.070 -2.897 -1.810
Pb -3.287 -2.222 0.541
Pb 0.270 2.980 2.753
Pb 3.761 0.729 2.097
Pb 0.117 0.573 -0.201
S -3.104 -1.402 -2.035
O -3.999 -0.687 -1.199
O -1.696 -1.252 -1.278
O -3.500 -2.794 -1.963
O -2.904 -1.030 -3.408
S 2.985 -1.335 -0.194
O 3.542 -1.561 1.234
O 1.614 -1.946 -0.225
O 2.907 0.161 -0.292
O 3.881 -1.926 -1.190
S -0.543 -4.724 1.006
O 0.104 -4.319 2.244
O -1.606 -5.669 1.198
O -1.151 -3.437 0.353
O 0.502 -5.205 0.053
S -2.838 1.192 1.986
O -2.864 -0.070 1.286
O -1.359 1.726 1.547
O -3.904 2.077 1.433
O -3.008 1.031 3.385
S 0.649 -0.673 -4.183
O 0.396 -1.974 -4.654
O -0.171 0.335 -4.927
O 0.464 -0.662 -2.693
O 1.975 -0.080 -4.553
S 2.396 3.889 0.874
O 2.257 4.534 2.157
O 3.492 2.760 1.013
O 1.116 3.183 0.604
O 2.755 4.754 -0.249
S 1.290 0.242 3.808
O 0.840 1.198 4.815
O 2.469 -0.509 4.315
O 0.254 -0.441 3.145
O 1.744 1.250 2.649
S -0.968 2.836 -2.300
O -1.366 3.928 -1.323
O 0.443 3.056 -2.424
O -1.287 1.400 -1.733
O -1.834 2.753 -3.418
*
```

Values from the calculation:
Molar mass = 2020.2 Da
Expectation value of S² = 2.0205
HOMO (alpha / beta) = -4.8 / -4.8 eV

(2)
Molecular formula: AgBr
Method: DFT, ωB97M-V/def2-TZVPD

```
! wB97M-V def2-TZVPD RIJCOSX def2/J DEFGRID3
* xyz 1 2
Ag -0.913 -0.827 -0.387
Br 0.913 0.827 0.387
*
```

Values from the calculation:
Molar mass = 187.8 Da
Expectation value of S² = 0.7527
Relative energy (zero: lowest compared OMol25 entry of this formula, charge and spin) = 0.0 kcal/mol
HOMO (alpha / beta) = -17.1 / -16.7 eV

(3)
Molecular formula: AgClF4N2O8S4
Method: DFT, ωB97M-V/def2-TZVPD

```
! wB97M-V def2-TZVPD RIJCOSX def2/J DEFGRID3
* xyz -2 1
Ag -42.056 -21.416 13.581
Cl -41.247 -22.667 15.939
N -42.733 -19.285 13.960
S -44.100 -18.615 14.742
O -45.212 -18.167 13.905
O -43.923 -18.074 16.107
F -44.647 -20.042 15.321
S -42.580 -18.027 13.115
O -42.424 -16.676 13.567
O -43.182 -18.094 11.811
F -41.033 -18.367 12.805
N -42.353 -23.106 12.112
S -42.105 -22.962 10.480
O -43.220 -22.607 9.590
O -40.965 -23.603 9.817
F -41.458 -21.445 10.714
S -42.956 -24.532 11.887
O -41.962 -25.592 11.668
O -44.209 -24.754 11.162
F -43.440 -24.693 13.413
*
```

Values from the calculation:
Molar mass = 503.6 Da
Relative energy (zero: lowest compared OMol25 entry of this formula, charge and spin) = 24.2 kcal/mol
HOMO = -3.3 eV

(4)
Molecular formula: AgF6N3O12S6
Method: DFT, ωB97M-V/def2-TZVPD

```
! wB97M-V def2-TZVPD RIJCOSX def2/J DEFGRID3
* xyz -2 1
Ag 5.753 -9.233 -40.817
N 5.252 -11.654 -40.889
S 6.053 -13.020 -40.637
O 5.328 -14.201 -40.959
O 6.860 -13.044 -39.470
F 7.068 -12.891 -41.842
S 4.348 -11.562 -39.491
O 4.811 -10.604 -38.535
O 3.710 -12.752 -39.050
F 3.166 -10.765 -40.186
N 7.822 -8.738 -41.744
S 8.892 -8.241 -40.591
O 9.619 -7.062 -40.878
O 9.484 -9.301 -39.871
F 7.739 -7.699 -39.619
S 8.719 -8.985 -43.031
O 9.573 -10.109 -42.943
O 9.233 -7.818 -43.664
F 7.564 -9.456 -44.014
N 4.200 -7.697 -40.235
S 3.165 -7.451 -38.976
O 2.181 -8.442 -38.785
O 2.808 -6.083 -38.792
F 4.254 -7.699 -37.857
S 3.401 -7.031 -41.469
O 3.661 -5.645 -41.670
O 2.063 -7.481 -41.634
F 4.194 -7.746 -42.651
*
```

Values from the calculation:
Molar mass = 648.3 Da
HOMO = -4.7 eV

(5)
Molecular formula: AgH12O6
Method: DFT, ωB97M-V/def2-TZVPD

```
! wB97M-V def2-TZVPD RIJCOSX def2/J DEFGRID3
* xyz 1 1
Ag -0.119 0.064 0.102
O 2.022 1.095 -0.658
H 2.549 0.339 -0.599
H 2.625 1.789 -0.330
O 0.925 0.966 2.179
H 1.654 1.504 1.929
H 1.506 0.295 2.499
O 1.832 -1.487 0.025
H 1.576 -1.723 -0.863
H 2.372 -2.170 0.372
O -1.654 -1.751 -0.349
H -1.498 -2.522 -0.901
H -2.441 -1.281 -0.635
O -1.880 0.889 1.540
H -2.548 0.580 2.090
H -2.332 1.533 0.960
O -1.277 0.664 -2.184
H -2.083 0.161 -2.150
H -1.229 1.055 -3.028
*
```

Values from the calculation:
Molar mass = 216.0 Da
Relative energy (zero: lowest compared OMol25 entry of this formula, charge and spin) = 11.2 kcal/mol
HOMO = -13.6 eV

(6)
Molecular formula: AgH12O6
Method: DFT, ωB97M-V/def2-TZVPD

```
! wB97M-V def2-TZVPD RIJCOSX def2/J DEFGRID3
* xyz 1 1
Ag -2.473 -20.757 3.335
O -2.265 -19.885 0.795
H -1.523 -20.129 0.220
H -2.395 -18.914 0.723
O -4.331 -19.286 3.181
H -4.056 -18.520 3.669
H -5.241 -19.503 3.419
O -3.456 -22.330 1.646
H -2.975 -22.421 0.799
H -3.194 -23.106 2.127
O -0.570 -19.032 3.197
H 0.130 -19.245 2.615
H -0.126 -18.993 4.052
O -4.250 -22.061 4.493
H -4.464 -22.019 5.442
H -5.069 -22.416 4.085
O -0.467 -22.046 3.516
H -0.583 -22.797 2.949
H -0.520 -22.332 4.432
*
```

Values from the calculation:
Molar mass = 216.0 Da
Relative energy (zero: lowest compared OMol25 entry of this formula, charge and spin) = 0.0 kcal/mol
HOMO = -13.2 eV

(7)
Molecular formula: AgH16O8
Method: DFT, ωB97M-V/def2-TZVPD

```
! wB97M-V def2-TZVPD RIJCOSX def2/J DEFGRID3
* xyz 1 1
Ag -0.061 -1.841 -4.447
O 1.290 -1.266 -6.425
H 0.780 -1.037 -7.151
H 1.756 -0.406 -6.432
O 0.986 -4.026 -5.163
H 0.526 -4.803 -4.824
H 0.668 -3.806 -5.997
O -0.855 -0.335 -2.533
H -0.118 0.289 -2.274
H -1.557 0.027 -1.984
O 1.561 0.559 -4.144
H 1.637 1.491 -3.855
H 2.439 0.233 -4.309
O 2.136 -2.274 -3.001
H 2.212 -1.607 -2.317
H 3.060 -2.472 -3.156
O -0.209 -2.951 -1.191
H 0.258 -2.125 -1.228
H -0.746 -3.040 -2.018
O -1.542 -3.511 -3.368
H -2.413 -3.088 -3.299
H -1.669 -4.412 -3.290
O -2.168 -0.899 -5.439
H -3.117 -1.152 -5.384
H -1.811 -1.600 -5.958
*
```

Values from the calculation:
Molar mass = 252.0 Da
Relative energy (zero: lowest compared OMol25 entry of this formula, charge and spin) = 17.6 kcal/mol
HOMO = -13.3 eV

(8)
Molecular formula: AgI
Method: DFT, ωB97M-V/def2-TZVPD

```
! wB97M-V def2-TZVPD RIJCOSX def2/J DEFGRID3
* xyz 1 2
Ag 1.278 0.410 0.464
I -1.278 -0.410 -0.464
*
```

Values from the calculation:
Molar mass = 234.8 Da
Expectation value of S² = 0.7531
Relative energy (zero: lowest compared OMol25 entry of this formula, charge and spin) = 0.8 kcal/mol
HOMO (alpha / beta) = -15.7 / -15.3 eV

E list, top to bottom, in eV: -186446.422; -74032.192; -90092.058; -114357.962; -16472.694; -16473.179; -20632.360; -12091.081